Version A
This record from OMol25 describes a gas-phase ion, C3H9N2 (charge +1). The level of theory is the ωB97M-V functional and the def2-TZVPD basis.

Geometry as ORCA input:
```
! RIJCOSX wB97M-V def2-TZVPD def2/J DEFGRID3
* xyz 1 1
H 0.1036 0.3628 1.2114
N 0.1163 0.0791 0.2370
N 1.4177 -1.7727 0.7339
H -2.5608 1.3098 -1.0036
H 0.7841 -1.2078 -1.1570
H -1.7906 2.6620 -0.1628
C -1.8094 1.5778 -0.2742
H 1.6263 -1.5902 1.7023
H 1.7966 -2.6161 0.3308
C 0.7784 -0.9848 -0.0982
H -2.1200 1.1264 0.6670
H 0.2916 1.7925 -0.9978
H -0.6218 0.5119 -1.6536
C -0.4317 1.0329 -0.7081
*
```

lowest unoccupied orbital energy = -3.6 eV
SMILES = CC/[NH+]=C/N
HOMO-LUMO gap = 11.76 eV



Version B
This record from OMol25 describes a molecular structure, C3H9N2. The level of theory is the ωB97M-V functional and the def2-TZVPD basis.

Geometry as ORCA input:
```
! RIJCOSX wB97M-V def2-TZVPD def2/J DEFGRID3
* xyz 1 1
C 0.6075 0.3064 -0.6394
H -0.4624 0.5708 1.0792
N 2.0356 1.3264 0.2243
H -1.5362 -1.3541 0.7496
H 2.6261 -0.4963 -0.6207
H 1.7795 -0.7327 0.9403
H -1.1274 1.3187 -0.2472
H -1.2002 -1.2931 -0.9832
C -1.5438 -0.7118 -0.1293
H 1.6619 1.6743 1.1043
N -0.6432 0.4682 0.0724
H -2.5676 -0.3940 -0.3164
H 0.6469 0.6193 -1.6677
C 1.8809 -0.0950 0.0607
*
```

lowest unoccupied orbital energy = -4.3 eV
HOMO-LUMO gap = 10.17 eV



Going by the energies, version A is most stable and the next is 0.1333 hartree up.



Version A
This record from OMol25 describes 4 unconnected molecules or ions with the total composition H8O4. The level of theory is the ωB97M-V functional and the def2-TZVPD basis.

Geometry as ORCA input:
```
! RIJCOSX wB97M-V def2-TZVPD def2/J DEFGRID3
* xyz 0 1
H -1.5065 -5.2614 -1.6309
O 2.3405 2.8469 3.3906
O -1.0889 1.1139 -3.4174
H -1.5997 -4.4438 -0.3602
O -1.4054 -4.3709 -1.2946
H -1.4888 1.9772 -3.3123
H -0.1451 -0.1554 0.8056
O -0.1819 0.7160 0.4113
H 3.0738 3.1774 2.8717
H 2.7282 2.1784 3.9553
H 0.0081 1.3146 1.1337
H -0.7342 0.9069 -2.5528
*
```

lowest unoccupied orbital energy = 0.6 eV
SMILES = O.O.O.O
HOMO-LUMO gap = 11.68 eV



Version B
This record from OMol25 describes 4 unconnected molecules or ions with the total composition H8O4. The level of theory is the ωB97M-V functional and the def2-TZVPD basis.

Geometry as ORCA input:
```
! RIJCOSX wB97M-V def2-TZVPD def2/J DEFGRID3
* xyz 0 1
O -1.9717 -1.2873 2.4500
O 1.5440 -0.6842 1.5310
O -0.2963 0.6486 0.0360
O 1.1035 1.2128 -3.2059
H 1.5121 -1.4883 1.0052
H -2.8778 -1.6070 2.3808
H 2.0660 1.1911 -3.2525
H 0.4130 1.0139 -0.5128
H -1.0486 1.2300 -0.1219
H 0.8198 0.4001 -3.6392
H 0.7192 -0.2075 1.3023
H -1.9831 -0.4223 2.0270
*
```

lowest unoccupied orbital energy = 0.5 eV
SMILES = O.O.O.O
HOMO-LUMO gap = 11.03 eV



Going by the energies, version B is most stable and the next is 0.0052 hartree up.



Version A
This record from OMol25 describes 4 unconnected molecules or ions with the total composition H8O4. The level of theory is the ωB97M-V functional and the def2-TZVPD basis.

Geometry as ORCA input:
```
! RIJCOSX wB97M-V def2-TZVPD def2/J DEFGRID3
* xyz 0 1
H -0.2232 -0.9396 -0.1688
H 2.4408 1.9054 -0.2038
O 0.7078 -2.7976 0.2232
O -3.0782 1.0174 -0.3178
H -2.1592 0.6684 -0.2458
H -3.2952 1.4874 -1.0108
O -0.6232 0.0024 0.0052
H 1.7838 2.4784 0.8112
O 1.5998 1.9124 0.1072
H 0.3008 0.2804 -0.1158
H 1.4858 -3.2956 -0.1848
H 1.0608 -2.7196 1.1012
*
```

lowest unoccupied orbital energy = 0.3 eV
SMILES = O.O.O.O
HOMO-LUMO gap = 10.39 eV



Version B
This record from OMol25 describes 4 unconnected molecules or ions with the total composition H8O4. The level of theory is the ωB97M-V functional and the def2-TZVPD basis.

Geometry as ORCA input:
```
! RIJCOSX wB97M-V def2-TZVPD def2/J DEFGRID3
* xyz 0 1
H 2.0457 -2.2193 1.4055
H -0.8121 -0.2798 -0.5178
H 0.1328 3.3149 -2.3935
O 0.8810 2.7371 -2.2222
O -0.7330 0.6112 -0.8780
H -1.0192 -1.4785 2.4472
H -0.6859 -0.1200 1.8189
O 1.5787 -2.5041 0.6149
H 0.7391 -2.0293 0.6433
H 0.5025 1.9594 -1.7883
O -1.0293 -0.9975 1.6130
H -1.6004 1.0060 -0.7431
*
```

lowest unoccupied orbital energy = 0.2 eV
SMILES = O.O.O.O
HOMO-LUMO gap = 11.08 eV



Going by the energies, version B is most stable and the next is 0.0404 hartree up.



Version A
This record from OMol25 describes 4 unconnected molecules or ions with the total composition H8O4. The level of theory is the ωB97M-V functional and the def2-TZVPD basis.

Geometry as ORCA input:
```
! RIJCOSX wB97M-V def2-TZVPD def2/J DEFGRID3
* xyz 0 1
H 1.9031 0.3328 1.0454
O -1.2865 1.8648 2.0497
H -1.8331 0.9064 -0.7068
H -1.2973 2.7542 2.2107
H 1.2227 -0.8196 0.5559
H -1.9315 0.0799 -1.9677
H 1.1501 -2.5127 -2.2634
O -1.3076 0.4382 -1.3093
O 1.8612 -2.0928 -1.8200
O 1.5696 -0.0372 0.1988
H 1.5834 -2.3305 -0.8553
H -1.6342 1.4165 2.8621
*
```

lowest unoccupied orbital energy = 0.6 eV
SMILES = O.O.O.O
HOMO-LUMO gap = 11.45 eV



Version B
This record from OMol25 describes 4 unconnected molecules or ions with the total composition H8O4. The level of theory is the ωB97M-V functional and the def2-TZVPD basis.

Geometry as ORCA input:
```
! RIJCOSX wB97M-V def2-TZVPD def2/J DEFGRID3
* xyz 0 1
O 1.0345 1.6581 -1.5397
O 0.8200 0.2107 2.0665
H 1.9616 1.6489 -1.3595
H 0.7234 1.0548 2.4562
H -1.8322 0.2920 -0.1329
O -0.9738 -0.0659 -0.0241
H 0.6274 2.3441 -0.8376
H -0.7108 -1.7569 -0.6148
H -0.4373 0.3937 -0.7487
O -0.3698 -2.7380 -0.6043
H -0.9924 -3.1506 0.0369
H 0.1495 0.1092 1.3021
*
```

lowest unoccupied orbital energy = 0.1 eV
SMILES = O.O.O.O
HOMO-LUMO gap = 10.71 eV



Going by the energies, version B is most stable and the next is 0.0201 hartree up.



Version A
This record from OMol25 describes 4 unconnected molecules or ions with the total composition H8O4. The level of theory is the ωB97M-V functional and the def2-TZVPD basis.

Geometry as ORCA input:
```
! RIJCOSX wB97M-V def2-TZVPD def2/J DEFGRID3
* xyz 0 1
H -2.9536 -1.1828 0.9160
H 3.2392 1.3499 -1.2125
H -0.2616 -0.8056 1.0873
H -0.1497 0.9052 -0.7268
O 0.4925 -0.5245 0.5511
H 0.8874 -1.3500 0.2482
H 2.1638 0.9286 -0.2116
H -1.2171 1.9499 -1.0909
O -0.3936 1.5613 -1.3996
O 2.8983 1.5429 -0.3334
O -2.3196 -1.8811 0.7150
H -2.3861 -2.4936 1.4572
*
```

lowest unoccupied orbital energy = 0.2 eV
SMILES = O.O.O.O
HOMO-LUMO gap = 11.00 eV



Version B
This record from OMol25 describes a molecular structure, H8O4. The level of theory is the ωB97M-V functional and the def2-TZVPD basis.

Geometry as ORCA input:
```
! RIJCOSX wB97M-V def2-TZVPD def2/J DEFGRID3
* xyz 0 1
O -0.5367 -0.1999 -0.1460
H 1.7256 -2.0620 0.3260
H -1.9786 1.2302 1.2440
H 0.7552 1.5507 -1.4752
H 0.2981 -0.6397 0.0146
O 1.2190 -1.2588 0.4463
O 1.1628 0.9831 -0.8211
H 0.4265 0.5814 -0.3598
H -0.9323 -0.6913 -0.8659
H -0.9314 0.7400 0.2667
H 0.5171 -1.5057 1.0485
O -1.7252 1.2720 0.3218
*
```

lowest unoccupied orbital energy = 0.0 eV
HOMO-LUMO gap = 9.24 eV



Going by the energies, version A is most stable and the next is 0.2052 hartree up.



Version A
This record from OMol25 describes 4 unconnected molecules or ions with the total composition H8O4. The level of theory is the ωB97M-V functional and the def2-TZVPD basis.

Geometry as ORCA input:
```
! RIJCOSX wB97M-V def2-TZVPD def2/J DEFGRID3
* xyz 0 1
H -0.7375 0.3539 -0.2007
O 0.0802 0.7789 0.1080
H -3.3171 0.2166 0.0913
H 0.0056 1.6900 -0.1901
O 1.7522 -0.3456 2.2300
H -3.1839 0.6027 -1.3825
H 2.6283 -0.0517 1.9653
H 1.1649 -0.0356 1.5238
H 1.1041 -0.5951 -0.9602
H 1.6932 -2.0024 -1.0591
O -2.7067 0.6011 -0.5465
O 1.5168 -1.2129 -1.5793
*
```

lowest unoccupied orbital energy = 0.3 eV
SMILES = O.O.O.O
HOMO-LUMO gap = 11.18 eV



Version B
This record from OMol25 describes 4 unconnected molecules or ions with the total composition H8O4. The level of theory is the ωB97M-V functional and the def2-TZVPD basis.

Geometry as ORCA input:
```
! RIJCOSX wB97M-V def2-TZVPD def2/J DEFGRID3
* xyz 0 1
O -0.2712 -0.2545 0.9768
O -0.5010 -2.5322 -1.6211
H -1.2001 2.7589 -0.9873
O -1.4945 2.0336 -0.4249
H 0.0908 -2.4179 -2.3725
H -2.2138 1.6149 -0.9155
H -0.7242 0.4615 0.4995
H 0.0029 -2.2204 -0.8572
O 2.5491 0.4676 1.7469
H 1.8591 -0.1531 1.4738
H -0.9425 -0.6350 1.5536
H 2.8455 0.8766 0.9278
*
```

lowest unoccupied orbital energy = 0.4 eV
SMILES = O.O.O.O
HOMO-LUMO gap = 11.23 eV



Going by the energies, version A is most stable and the next is 0.0062 hartree up.



Version A
This record from OMol25 describes a gas-phase ion, C5H7N2 (charge +1). The level of theory is the ωB97M-V functional and the def2-TZVPD basis.

Geometry as ORCA input:
```
! RIJCOSX wB97M-V def2-TZVPD def2/J DEFGRID3
* xyz 1 1
C -0.7884 -0.5654 -0.2872
H -1.4994 0.2267 -2.1624
N 1.1120 -1.3447 0.8785
H -2.5902 1.6252 0.1828
C -1.9962 1.5912 -0.7673
C 2.2420 -1.0380 1.2788
C 3.4671 -1.0725 1.6265
C -1.8765 0.0825 -1.0780
N 0.2865 -0.8423 0.0591
H -1.0985 2.0362 -0.6720
H -2.7627 -0.4255 -0.8357
H 4.0126 -0.3918 2.2254
H -2.6079 2.0468 -1.6194
H 4.0997 -1.9285 1.1710
*
```

lowest unoccupied orbital energy (spin up / spin down) = -5.0 / -5.0 eV
SMILES = C=C=N[N+]#CCC
HOMO-LUMO gap (spin up / spin down) = 9.15 / 9.15 eV



Version B
This record from OMol25 describes a gas-phase ion, C5H7N2 (charge +1). The level of theory is the ωB97M-V functional and the def2-TZVPD basis.

Geometry as ORCA input:
```
! RIJCOSX wB97M-V def2-TZVPD def2/J DEFGRID3
* xyz 1 1
C 0.2987 -0.1401 0.6064
C -0.9747 -1.3313 -0.8229
H 0.5780 1.0712 -1.0392
C 1.6624 0.1017 1.1288
H -1.7532 0.3983 -1.8476
C -1.4141 0.1406 -0.8809
N -0.2362 0.8400 -0.4225
H -0.3118 1.7719 0.0647
H -0.5468 -0.2641 1.3973
N 0.0195 -1.5396 -0.1121
H 3.7098 0.4809 1.9619
H -1.4183 -2.0105 -1.3865
H -2.3814 0.2893 -0.2825
C 2.7681 0.1917 1.6351
*
```

lowest unoccupied orbital energy = -3.7 eV
SMILES = C#C[C@@H]1N=CC[NH2+]1
HOMO-LUMO gap = 10.95 eV



Version C
This record from OMol25 describes 2 unconnected molecules or ions with the total composition C5H7N2. The level of theory is the ωB97M-V functional and the def2-TZVPD basis.

Geometry as ORCA input:
```
! RIJCOSX wB97M-V def2-TZVPD def2/J DEFGRID3
* xyz 1 1
C 1.9574 -0.2172 -0.5598
C 0.1448 -0.0050 0.7534
H -0.7559 0.1952 0.3223
H -2.5288 1.4634 -0.0339
C 0.7769 1.3057 0.6551
H -2.9519 -1.7089 -0.4403
H 2.9208 -0.5113 -0.9114
H 0.0787 -0.4345 1.7095
N 1.9034 1.0831 -0.1190
H 0.6238 -1.7981 0.0025
C -2.8105 0.5251 -0.3676
H 2.6378 1.6310 -0.5268
C -2.9753 -0.6600 -0.4887
N 0.9788 -0.8685 0.0046
*
```

lowest unoccupied orbital energy = -5.5 eV
HOMO-LUMO gap = 8.54 eV



Going by the energies, version B is most stable and the next is 0.0417 hartree up.



Version A
This record from OMol25 describes a gas-phase ion, C5H7N2 (charge +1). The level of theory is the ωB97M-V functional and the def2-TZVPD basis.

Geometry as ORCA input:
```
! RIJCOSX wB97M-V def2-TZVPD def2/J DEFGRID3
* xyz 1 1
C -2.3966 -0.8697 -0.2960
N -0.3351 0.3258 0.1831
H -3.4864 -1.1354 -0.2517
H -2.2357 1.0889 0.5106
H 3.2251 -0.3978 -0.4896
H 0.1050 2.0700 1.0759
H -1.7535 -1.6002 -0.6138
C 0.4786 1.1960 0.5427
C 2.1192 -0.2837 -0.2797
H 2.5710 1.3748 0.8778
C -1.7337 0.1446 0.2048
C 1.0807 -1.0293 -0.6015
H 0.5052 -1.8151 -1.1623
N 1.8560 0.9312 0.2998
*
```

lowest unoccupied orbital energy = -4.9 eV
HOMO-LUMO gap = 9.15 eV



Version B
This record from OMol25 describes 2 unconnected molecules or ions with the total composition C5H7N2. The level of theory is the ωB97M-V functional and the def2-TZVPD basis.

Geometry as ORCA input:
```
! RIJCOSX wB97M-V def2-TZVPD def2/J DEFGRID3
* xyz 1 1
C 0.3981 -0.2459 0.0057
C -2.8208 0.5999 2.2682
H 1.9359 0.0413 1.3186
H 0.0530 -0.3773 -3.4234
H 1.1760 1.3083 1.1259
H 2.1406 1.0016 -0.0725
H -0.8280 1.0938 -2.5789
C -1.9173 0.1036 1.7285
N -0.4070 -1.0507 0.7735
N 0.3376 -0.1661 -1.3342
C 1.4820 0.5020 0.5522
H -1.1439 -1.6190 0.3390
H -0.2652 -1.3100 1.7266
C -0.1411 0.1185 -2.4292
*
```

lowest unoccupied orbital energy (spin up / spin down) = -6.8 / -6.8 eV
HOMO-LUMO gap (spin up / spin down) = 7.31 / 7.32 eV



Going by the energies, version A is most stable and the next is 0.2641 hartree up.